Record 1
The following is a DFT calculation (the ωB97M-V functional and the def2-TZVPD basis) of 3 unconnected molecules or ions with the total composition C42H87N7O5P2S2.

Calculated values
* structure (SMILES): C#CCCC[C@@H]1OC(=O)O[C@@]1(CCCCN(CCCC)C(=S)SCCC)CC[C@H](C)CCC=C(C)C.CN(C)P(=O)(N(C)C)N(C)C.CN(C)P(=O)(N(C)C)N(C)C
* energy above the lowest of the compared OMol25 structures with the same formula, charge and spin: 618.8 kJ/mol
* total charge: 0
* total energy: -3890.37789 Ha
* highest occupied orbital energy: -8.1 eV

XYZ file:
```
145
Properties=species:S:1:pos:R:3:mulliken_charge:R:1
C 2.036 4.282 3.765 -0.37
C 2.622 3.560 2.817 -0.22
C 3.085 2.420 1.775 -0.38
C 1.814 1.636 1.151 0.44
C 1.825 1.768 -0.487 0.60
C 1.506 0.352 -1.192 -0.86
O 2.655 -0.501 -1.575 -0.36
C 1.944 -1.629 -2.185 0.46
O 2.191 -2.839 -1.922 -0.59
O 0.946 -1.055 -3.069 -0.46
C 0.732 0.308 -2.604 1.82
C 1.239 1.267 -3.810 -0.68
C 2.551 0.725 -4.586 -0.15
C 2.896 1.775 -5.779 -0.87
C 3.392 3.152 -5.081 -0.51
N 4.508 2.944 -4.110 0.52
C 4.476 3.880 -2.945 0.08
C 4.321 5.449 -3.297 -0.37
C 3.137 6.047 -2.360 -0.56
C 1.649 5.581 -2.786 -0.37
C 5.835 2.836 -4.751 -0.13
S 6.846 4.088 -5.212 -0.13
S 6.428 1.076 -5.097 -0.18
C 6.762 0.194 -3.492 -0.52
C 6.806 -1.426 -3.626 -0.34
C 6.660 -2.194 -2.196 -0.86
C -0.764 0.828 -2.273 -0.20
C -1.881 -0.338 -2.145 -1.23
C -2.539 -0.320 -0.638 2.09
C -2.604 -1.874 -0.128 -1.46
C -3.990 0.402 -0.648 -0.85
C -4.101 1.659 0.374 -0.62
C -2.956 2.770 0.175 -0.46
C -2.289 3.307 1.356 0.73
C -2.020 4.889 1.580 -1.09
C -1.768 2.314 2.544 -0.78
H 1.325 4.980 4.355 0.35
H 3.719 1.658 2.355 0.35
H 3.770 2.918 0.984 0.18
H 0.845 2.126 1.527 -0.71
H 1.874 0.512 1.421 0.48
H 1.041 2.527 -0.850 0.20
H 2.910 2.061 -0.792 -0.43
H 0.862 -0.246 -0.436 0.27
H 0.412 1.393 -4.627 0.41
H 1.386 2.339 -3.371 -0.43
H 2.395 -0.309 -5.084 0.33
H 3.398 0.595 -3.820 0.04
H 1.980 2.039 -6.427 0.35
H 3.738 1.405 -6.482 0.34
H 2.477 3.705 -4.657 -0.15
H 3.808 3.830 -5.935 0.45
H 5.500 3.757 -2.397 0.47
H 3.679 3.496 -2.211 -0.74
H 4.219 5.699 -4.412 0.29
H 5.298 5.981 -2.940 0.34
H 3.239 7.200 -2.203 0.34
H 3.324 5.595 -1.297 0.16
H 1.522 4.481 -2.410 -0.24
H 1.511 5.561 -3.935 0.23
H 0.806 6.182 -2.287 0.36
H 6.022 0.444 -2.648 0.19
H 7.837 0.507 -3.166 0.38
H 5.971 -1.854 -4.304 0.27
H 7.808 -1.811 -4.083 0.33
H 5.733 -2.901 -2.209 0.18
H 7.565 -2.900 -1.991 0.28
H 6.572 -1.490 -1.292 0.28
H -1.111 1.558 -3.115 0.52
H -0.794 1.473 -1.300 -0.31
H -1.521 -1.391 -2.428 0.42
H -2.735 -0.070 -2.885 0.19
H -1.873 0.246 0.120 -0.93
H -3.065 -1.971 0.924 0.37
H -1.493 -2.219 -0.038 0.30
H -3.124 -2.523 -0.923 0.30
H -4.752 -0.394 -0.282 0.32
H -4.307 0.786 -1.687 0.28
H -5.146 2.137 0.257 0.35
H -4.036 1.247 1.461 0.25
H -2.653 3.196 -0.865 0.20
H -2.766 5.266 2.391 0.27
H -2.095 5.513 0.616 0.31
H -0.953 5.029 2.020 0.22
H -1.751 1.251 2.106 0.20
H -0.716 2.696 2.866 -0.01
H -2.462 2.412 3.463 0.45
C -5.679 -6.339 -5.926 -0.83
N -4.976 -5.453 -5.004 0.15
C -3.714 -5.063 -5.632 -1.10
P -4.893 -5.589 -3.281 0.81
O -4.858 -4.063 -3.072 -0.78
N -6.507 -5.678 -2.627 0.19
C -7.698 -5.773 -3.460 -1.24
C -6.809 -4.713 -1.559 -1.04
N -4.900 -7.359 -3.486 -0.02
C -5.666 -8.214 -2.560 -0.92
C -3.495 -7.821 -3.343 -1.09
H -5.212 -7.330 -6.001 0.30
H -5.682 -5.915 -6.936 0.38
H -6.729 -6.472 -5.697 0.16
H -3.037 -5.920 -5.725 0.34
H -3.203 -4.289 -5.054 0.28
H -3.874 -4.653 -6.635 0.36
H -7.792 -4.920 -4.143 0.32
H -8.604 -5.820 -2.846 0.42
H -7.719 -6.705 -4.023 0.34
H -7.041 -3.719 -1.966 0.31
H -5.968 -4.613 -0.867 0.30
H -7.667 -5.036 -0.962 0.34
H -5.475 -7.956 -1.514 0.34
H -5.407 -9.270 -2.701 0.37
H -6.739 -8.172 -2.748 0.25
H -3.130 -7.667 -2.322 0.38
H -2.826 -7.276 -4.013 0.27
H -3.397 -8.881 -3.595 0.38
C 3.052 1.731 8.965 -0.81
N 1.698 2.245 9.141 0.10
C 1.632 2.896 10.449 -1.09
P 0.220 1.486 8.656 0.90
O -0.475 2.825 8.347 -0.79
N 0.295 1.085 6.961 0.23
C 1.499 1.248 6.156 -1.31
C -0.828 1.572 6.149 -1.29
N 0.971 -0.084 9.038 -0.06
C 0.736 -1.254 8.171 -0.90
C 0.462 -0.499 10.371 -1.13
H 3.261 0.860 9.600 0.28
H 3.789 2.498 9.229 0.39
H 3.298 1.475 7.942 0.16
H 1.733 2.165 11.260 0.36
H 0.684 3.424 10.585 0.30
H 2.427 3.640 10.568 0.35
H 1.848 2.287 6.144 0.32
H 1.327 0.934 5.121 0.43
H 2.298 0.591 6.496 0.37
H -0.710 2.635 5.892 0.30
H -1.779 1.449 6.675 0.41
H -0.916 1.012 5.213 0.47
H -0.327 -1.388 7.947 0.35
H 1.100 -2.171 8.648 0.36
H 1.293 -1.196 7.236 0.23
H -0.611 -0.713 10.335 0.38
H 0.613 0.284 11.117 0.29
H 0.984 -1.387 10.738 0.37
```


Record 2
The following is a DFT calculation (the ωB97M-V functional and the def2-TZVPD basis) of 13 unconnected molecules or ions with the total composition C42H92Cl18O12.

Calculated values
* total charge: 0
* total energy: -10841.52586 Ha
* highest occupied orbital energy: -9.1 eV

XYZ file:
```
164
Properties=species:S:1:pos:R:3:mulliken_charge:R:1
Cl 5.943 -0.775 3.441 -0.25
C 4.668 0.183 2.614 0.41
C 4.789 -0.107 1.107 0.96
Cl 3.966 -1.644 0.697 -0.13
H 4.761 1.225 2.866 0.33
H 3.712 -0.274 2.889 -0.37
H 5.813 -0.137 0.709 0.50
H 4.278 0.644 0.502 -1.27
Cl -4.448 -4.341 -2.694 -0.20
C -3.205 -3.721 -1.554 0.41
C -3.744 -2.580 -0.701 0.71
Cl -3.992 -1.168 -1.701 -0.04
H -2.315 -3.399 -2.035 -0.65
H -2.971 -4.565 -0.898 0.21
H -3.057 -2.457 0.066 -0.71
H -4.760 -2.826 -0.347 0.16
Cl -2.993 -6.069 7.655 -0.21
C -1.566 -5.861 6.574 -0.29
C -0.644 -4.721 6.740 -0.41
Cl -1.397 -3.129 6.423 -0.07
H -1.977 -5.905 5.569 0.03
H -0.978 -6.750 6.806 0.42
H 0.189 -4.828 6.082 0.20
H -0.289 -4.704 7.804 0.39
Cl -3.903 2.402 2.290 -0.13
C -4.086 2.470 0.475 -0.82
C -2.922 2.005 -0.289 0.33
Cl -1.420 2.868 0.209 0.06
H -4.282 3.489 0.227 0.42
H -4.847 1.695 0.323 0.42
H -3.153 2.238 -1.344 0.19
H -2.580 0.941 -0.246 -0.44
Cl -7.829 -2.004 -0.247 -0.13
C -8.675 -3.362 0.458 -0.48
C -9.117 -4.288 -0.609 -0.49
Cl -7.585 -4.943 -1.210 -0.15
H -9.519 -2.945 0.943 0.36
H -7.973 -3.808 1.114 0.27
H -9.435 -3.755 -1.453 0.29
H -9.730 -5.175 -0.400 0.34
Cl 2.321 0.376 5.778 -0.11
C 2.408 -1.256 6.608 -0.29
C 3.283 -2.188 5.648 -0.37
Cl 2.282 -2.782 4.273 -0.04
H 1.405 -1.640 6.772 0.07
H 2.913 -1.175 7.577 0.39
H 3.679 -3.048 6.215 0.37
H 4.122 -1.708 5.157 0.02
Cl -0.580 3.690 4.824 -0.15
C -0.539 4.214 3.142 0.88
C 0.322 5.425 2.923 -0.43
Cl 2.023 5.281 3.409 -0.20
H -1.540 4.574 2.774 0.18
H -0.322 3.307 2.549 -0.84
H -0.154 6.240 3.488 0.44
H 0.427 5.747 1.875 0.06
Cl -1.289 0.300 6.047 -0.02
C -3.029 0.741 6.348 -0.57
C -3.327 2.206 6.105 0.15
Cl -2.722 3.293 7.343 -0.17
H -3.188 0.406 7.385 0.39
H -3.731 0.044 5.789 0.19
H -4.420 2.322 6.097 0.37
H -2.936 2.526 5.154 -0.34
Cl -0.210 -0.707 0.015 0.43
C 0.233 -1.056 1.693 0.18
C 0.293 0.199 2.529 -0.27
Cl 1.469 1.376 1.922 0.01
H 1.198 -1.588 1.768 -0.18
H -0.585 -1.659 2.160 -0.49
H 0.462 -0.020 3.551 0.13
H -0.690 0.767 2.533 0.14
C -5.554 0.759 -4.954 -0.77
O -4.369 1.268 -4.362 -0.20
C -3.215 1.057 -5.121 -0.97
C -2.001 1.470 -4.299 0.86
O -1.802 2.826 -4.400 -0.49
C -0.787 3.317 -3.555 1.58
C -0.878 4.822 -3.453 -0.89
O -1.720 5.149 -2.389 -0.33
C -1.012 5.777 -1.389 -0.51
H -5.538 -0.371 -4.718 0.22
H -5.407 0.829 -6.017 0.34
H -6.458 1.241 -4.574 0.23
H -3.293 1.643 -6.050 0.37
H -3.086 -0.009 -5.256 0.50
H -1.256 0.817 -4.809 -0.17
H -2.149 1.131 -3.283 -0.21
H 0.213 2.988 -3.950 -0.39
H -0.914 2.823 -2.538 -0.57
H -1.259 5.288 -4.375 0.27
H 0.096 5.265 -3.221 0.47
H -0.546 6.716 -1.854 0.42
H -0.218 5.179 -0.867 0.04
H -1.647 6.134 -0.574 0.24
C 2.124 0.986 -1.771 0.97
O 3.078 1.673 -0.952 0.12
C 2.815 3.102 -0.984 0.16
C 3.698 3.876 0.002 -0.54
O 4.896 4.358 -0.628 -0.41
C 6.072 3.774 -0.118 0.06
C 7.245 4.392 -0.840 -0.87
O 7.186 3.871 -2.180 -0.13
C 8.389 4.074 -2.851 -0.93
H 2.060 -0.067 -1.441 -0.49
H 2.497 0.965 -2.829 -0.66
H 1.133 1.442 -1.683 0.02
H 1.815 3.266 -0.546 -0.19
H 2.944 3.513 -2.028 0.03
H 3.833 3.273 0.914 0.16
H 3.237 4.828 0.236 0.35
H 6.106 2.676 -0.290 0.04
H 6.152 3.863 1.002 0.38
H 8.106 3.974 -0.300 0.42
H 7.250 5.499 -0.729 0.34
H 9.123 3.280 -2.628 0.32
H 8.859 5.041 -2.611 0.40
H 8.121 4.076 -3.917 0.21
C 5.342 1.806 -3.462 -0.53
O 4.485 1.087 -4.399 -0.37
C 3.595 1.946 -5.136 -0.19
C 2.582 1.003 -5.885 -0.85
O 1.605 0.341 -5.147 -0.17
C 1.872 -1.032 -4.817 0.46
C 0.895 -2.048 -5.335 -0.82
O -0.433 -1.751 -5.067 -0.35
C -0.956 -2.030 -3.798 -0.33
H 6.328 1.981 -3.913 0.37
H 5.478 1.128 -2.629 0.15
H 4.902 2.813 -3.165 0.21
H 4.142 2.458 -5.977 0.39
H 3.182 2.771 -4.447 0.05
H 3.188 0.234 -6.318 0.52
H 2.066 1.568 -6.725 0.36
H 1.803 -1.134 -3.691 -0.63
H 2.896 -1.331 -5.037 0.55
H 1.160 -3.035 -5.024 0.44
H 0.919 -2.100 -6.449 0.29
H -0.842 -3.107 -3.500 0.46
H -2.095 -1.784 -3.749 -0.01
H -0.524 -1.537 -2.917 0.10
C 2.136 -3.585 -1.984 -0.07
O 1.282 -4.601 -1.473 -0.47
C 0.497 -4.203 -0.320 0.96
C -0.061 -5.540 0.233 -0.84
O -1.300 -5.240 0.892 -0.31
C -1.110 -4.977 2.245 0.00
C -2.439 -4.510 2.852 -0.75
O -2.488 -3.161 2.429 0.29
C -3.654 -2.448 2.733 -0.90
H 1.537 -2.727 -2.316 -0.08
H 2.549 -4.026 -2.911 0.29
H 2.895 -3.263 -1.294 0.11
H -0.348 -3.500 -0.587 -0.38
H 1.058 -3.705 0.516 -0.03
H 0.627 -6.114 0.887 0.26
H -0.270 -6.176 -0.660 0.33
H -0.412 -4.161 2.586 -0.05
H -0.688 -5.907 2.748 0.39
H -2.517 -4.589 3.956 0.01
H -3.196 -5.072 2.324 0.46
H -4.550 -2.848 2.286 0.36
H -3.495 -1.383 2.487 0.23
H -3.884 -2.493 3.836 0.21
```


Record 3
The following is a DFT calculation (the ωB97M-V functional and the def2-TZVPD basis) of 7 unconnected molecules or ions with the total composition C42H92N5O5.

Calculated values
* energy above the lowest of the compared OMol25 structures with the same formula, charge and spin: 9.6 kJ/mol
* total charge: +3
* total energy: -2304.37091 Ha
* highest occupied orbital energy: -13.1 eV

XYZ file:
```
144
Properties=species:S:1:pos:R:3:mulliken_charge:R:1
O -0.255 0.632 0.287 1.01
H -0.304 -0.193 -0.217 -1.51
C 0.023 -2.674 -1.210 -1.35
C -0.049 -4.172 -0.857 0.97
C 1.305 -4.420 -0.103 -0.68
C 1.293 -5.855 0.508 -0.88
C 0.223 -5.753 1.620 -1.41
C -1.246 -5.498 1.196 1.39
N -1.199 -4.382 0.115 1.37
O -2.376 -3.848 -0.182 -0.40
C -2.146 -5.066 2.328 -1.84
C -1.949 -6.726 0.578 -1.37
C -0.194 -5.174 -2.045 -1.82
H -0.924 -2.303 -1.605 0.64
H 0.795 -2.534 -1.968 0.64
H 0.253 -1.972 -0.408 -0.48
H 1.636 -3.761 0.699 -0.18
H 2.078 -4.404 -0.873 0.66
H 2.292 -6.086 0.873 0.50
H 0.997 -6.617 -0.212 0.39
H 0.467 -5.032 2.403 0.50
H 0.355 -6.675 2.190 0.46
H -1.711 -4.286 2.953 0.24
H -2.168 -5.931 2.993 0.59
H -3.194 -4.940 2.061 0.44
H -1.202 -7.301 0.029 0.32
H -2.659 -6.382 -0.176 0.31
H -2.513 -7.387 1.233 0.44
H -1.070 -4.879 -2.623 0.42
H -0.274 -6.245 -1.859 0.38
H 0.762 -5.168 -2.569 0.42
C -2.735 1.471 -6.831 -1.52
C -1.970 0.727 -5.703 -0.05
C -1.117 1.679 -4.913 -0.73
N 0.125 1.004 -4.215 0.57
C -0.361 0.048 -3.064 -0.84
C 1.119 0.244 -5.130 -0.73
C 2.444 0.318 -4.473 -0.74
C 2.480 1.639 -3.713 -0.31
C 1.014 1.999 -3.432 -0.47
H -3.226 0.696 -7.418 0.42
H -2.092 1.990 -7.543 0.39
H -3.491 2.166 -6.470 0.38
H -1.327 -0.048 -6.121 0.37
H -2.751 0.227 -5.129 0.00
H -1.676 2.136 -4.096 0.48
H -0.711 2.477 -5.534 0.51
H -1.064 -0.680 -3.471 0.51
H -0.965 0.718 -2.455 0.39
H 0.524 -0.456 -2.684 -0.26
H 0.571 -0.696 -5.155 0.47
H 0.984 0.847 -6.028 0.46
H 2.542 -0.567 -3.845 0.05
H 3.220 0.382 -5.234 0.60
H 3.011 1.521 -2.768 -0.07
H 2.961 2.485 -4.202 0.55
H 0.817 2.218 -2.384 -0.04
H 0.835 2.944 -3.949 0.52
C -4.680 -0.647 -2.407 -1.63
C -4.525 -0.790 -0.942 0.23
C -3.906 0.405 -0.197 -0.33
N -3.895 0.246 1.362 0.15
C -3.062 -1.048 1.796 -0.74
C -5.272 0.198 1.943 -0.62
C -5.779 1.631 1.849 -0.97
C -4.509 2.486 1.984 -0.51
C -3.334 1.518 2.065 -0.39
H -3.801 -0.259 -2.922 0.15
H -5.476 0.077 -2.595 0.47
H -5.082 -1.554 -2.857 0.49
H -3.943 -1.684 -0.714 -0.12
H -5.503 -0.958 -0.489 0.26
H -4.455 1.334 -0.356 0.56
H -2.862 0.655 -0.396 -0.02
H -3.593 -1.921 1.421 0.36
H -3.150 -1.036 2.881 0.50
H -2.092 -0.897 1.325 0.00
H -5.159 -0.141 2.975 0.53
H -5.879 -0.627 1.571 0.52
H -6.507 1.811 2.640 0.42
H -6.379 1.752 0.947 0.32
H -4.540 3.068 2.905 0.54
H -4.415 3.224 1.187 0.33
H -3.210 1.110 3.069 0.41
H -2.333 1.655 1.656 -0.07
C 4.648 0.391 5.094 -1.57
C 4.418 0.846 3.633 -0.06
C 3.730 -0.272 2.798 -0.40
N 3.803 -0.130 1.262 0.42
C 3.110 1.208 0.882 -0.85
C 3.105 -1.349 0.623 0.51
C 3.602 -1.369 -0.859 0.35
C 4.945 -0.648 -0.779 -0.98
C 5.201 -0.143 0.648 -0.67
H 4.804 1.248 5.749 0.43
H 5.515 -0.259 5.195 0.39
H 3.735 -0.094 5.438 0.40
H 5.406 1.055 3.217 0.26
H 3.917 1.812 3.557 0.05
H 2.682 -0.377 3.081 0.01
H 4.249 -1.218 2.956 0.43
H 3.006 1.207 -0.201 -0.22
H 3.709 1.971 1.374 0.68
H 2.127 1.180 1.353 0.57
H 2.034 -1.194 0.760 -0.88
H 3.402 -2.206 1.227 0.56
H 2.876 -0.818 -1.457 -0.86
H 3.745 -2.378 -1.243 0.67
H 5.006 0.196 -1.466 0.25
H 5.779 -1.318 -0.982 0.44
H 5.711 0.804 0.818 0.57
H 5.830 -0.869 1.163 0.45
C 1.015 2.847 4.803 -1.38
C 1.267 3.643 3.485 -0.55
C 0.165 3.434 2.483 0.40
N 0.305 4.287 1.175 0.74
C -1.003 4.166 0.349 -0.83
C 0.646 5.752 1.384 -0.68
C 1.102 6.202 -0.041 -0.84
C 1.803 5.027 -0.703 -0.61
C 1.492 3.836 0.303 0.69
H 0.764 1.840 4.457 0.14
H 0.210 3.154 5.469 0.39
H 1.867 2.612 5.440 0.40
H 2.282 3.414 3.160 0.42
H 1.334 4.647 3.907 0.41
H -0.783 3.706 2.948 0.56
H 0.066 2.420 2.092 -0.59
H -0.904 4.605 -0.643 0.49
H -1.754 4.714 0.916 0.36
H -1.207 3.097 0.289 0.01
H -0.191 6.336 1.763 0.43
H 1.499 5.773 2.059 0.44
H 0.206 6.493 -0.587 0.33
H 1.794 7.042 0.010 0.43
H 1.482 4.823 -1.724 0.11
H 2.884 5.142 -0.781 0.51
H 1.165 2.877 -0.101 -0.61
H 2.370 3.699 0.930 -0.05
O 0.352 0.055 2.848 0.40
C 0.269 -1.246 3.140 0.27
O -0.139 -2.119 2.279 -0.27
O 0.688 -1.675 4.212 -0.78
H -0.001 0.058 1.938 -0.69
```